Record 1
Computed, not measured: a cluster of 18 separate species, C31H41Cl34F14NO2S in total, with wB97M-V/def2-TZVPD.

Properties
**E_tot**: -513038.4946 eV
**Gap between HOMO and LUMO**: 9.7 eV
**HOMO level**: -10.2 eV

Each line ends with the Löwdin charge.
Geometry (Å):
O1 0.00847 2.88151 2.43380  0.1465
C1 -0.69404 2.23107 1.71347  -0.3701
N1 -1.18059 2.55794 0.44203  0.1393
C2 -1.77060 1.48998 -0.29121  -0.4008
O2 -2.05325 1.51348 -1.43027  0.1565
C3 -1.91902 0.41657 0.73413  -0.0929
C4 -2.54493 -0.77137 0.62861  0.0604
C5 -2.56219 -1.61961 1.70785  -0.1316
C6 -3.27901 -2.94634 1.72727  -0.0933
C7 -2.46313 -4.22667 1.50467  -0.0641
C8 -1.85626 -4.40566 0.10503  -0.4155
F1 -2.52152 -3.55849 -0.70785  0.1146
F2 -2.16422 -5.63649 -0.33833  0.1249
C9 -0.33120 -4.06955 -0.00409  -0.3462
F3 0.05089 -3.41116 1.08918  0.1551
F4 -0.18056 -3.16418 -0.98447  0.1415
C10 0.62226 -5.23096 -0.41050  -0.3817
F5 0.10697 -5.72807 -1.55185  0.1569
F6 1.78194 -4.73456 -0.80343  0.0980
C11 0.78634 -6.46513 0.51815  -0.4363
F7 1.62164 -7.26992 -0.13705  0.1339
F8 -0.33487 -7.14507 0.61281  0.1598
S1 1.46450 -6.23692 2.28628  0.7103
F9 2.78537 -6.99349 1.96036  -0.1595
F10 0.82071 -7.61839 2.68942  -0.1150
F11 0.11023 -5.52239 2.66789  -0.1356
F12 2.15408 -4.88717 1.93830  -0.1384
F13 1.92799 -6.06762 3.77391  -0.0985
C12 -1.91775 -1.20985 2.82859  -0.2239
F14 -1.91725 -2.02150 3.89216  0.0570
C13 -1.28024 -0.00690 2.95774  0.0879
C14 -1.28592 0.82181 1.88541  -0.0656
H1 -1.88454 3.27159 0.62172  0.1329
H2 -3.04701 -1.04178 -0.28216  0.1406
H3 -3.65895 -3.05792 2.73456  0.1057
H4 -4.14892 -2.93921 1.09270  0.1254
H5 -3.18645 -5.02620 1.59472  0.1333
H6 -1.74528 -4.37629 2.29533  0.0683
H7 -0.81439 0.26407 3.88790  0.1426
C15 1.64269 2.94613 -1.47044  -1.0592
Cl1 2.01527 1.30175 -0.95133  0.5360
Cl2 3.11005 3.93291 -1.59290  0.5448
H8 1.16850 2.89199 -2.44240  -0.0314
H9 0.97376 3.40296 -0.75169  -0.0160
C16 -1.45091 -5.90692 5.92057  -1.0334
Cl3 -2.31247 -6.76585 7.19984  0.5291
Cl4 -2.50193 -4.76454 5.07051  0.5772
H10 -0.62983 -5.35909 6.36490  0.0024
H11 -1.07691 -6.63190 5.20763  0.0205
C17 -2.53078 4.92516 -2.77470  -1.0172
Cl5 -0.79860 4.80919 -2.49411  0.5675
Cl6 -3.43840 4.91152 -1.26409  0.5130
H12 -2.73505 5.84928 -3.29602  -0.0365
H13 -2.84512 4.07876 -3.37398  0.0351
C18 -0.46558 -3.32084 -4.31635  -1.0427
Cl7 0.58325 -2.95073 -5.69110  0.5079
Cl8 -2.05839 -2.57744 -4.48829  0.5114
H14 -0.59006 -4.39502 -4.25255  0.0219
H15 -0.00038 -2.94483 -3.41457  0.0038
C19 4.58143 -9.25795 -1.70682  -1.0001
Cl9 4.59172 -10.95576 -1.21873  0.5314
Cl10 6.22300 -8.60687 -1.82040  0.5293
H16 4.10851 -9.17573 -2.67754  0.0262
H17 4.03100 -8.68394 -0.96984  0.0067
C20 -4.00708 9.01317 -1.96405  -1.0124
Cl11 -4.05311 10.50519 -2.90620  0.5102
Cl12 -4.55608 7.62028 -2.90558  0.5396
H18 -2.98699 8.83564 -1.64552  0.0329
H19 -4.65575 9.12600 -1.10566  -0.0223
C21 -6.02119 12.95086 -0.78327  -1.0349
Cl13 -5.79765 11.35626 -0.05775  0.5339
Cl14 -7.53633 13.70192 -0.26675  0.4947
H20 -5.19868 13.58759 -0.48205  0.0337
H21 -6.03730 12.84056 -1.86058  -0.0132
C22 3.31385 3.79765 -5.17007  -1.0412
Cl15 4.07295 4.35762 -6.66548  0.5088
Cl16 1.59354 4.20828 -5.11064  0.5000
H22 3.41389 2.72060 -5.11250  0.0281
H23 3.80855 4.26735 -4.33111  -0.0162
C23 6.80495 -9.76220 1.53234  -1.0493
Cl17 6.68729 -11.39195 2.21261  0.5014
Cl18 5.47125 -8.73568 2.07182  0.5104
H24 7.73903 -9.31374 1.85006  -0.0669
H25 6.77480 -9.83121 0.45242  -0.0520
C24 5.36314 1.63417 1.11450  -1.0421
Cl19 6.81253 1.08530 0.25724  0.4906
Cl20 5.77692 2.63789 2.50613  0.5038
H26 4.75771 2.21843 0.43188  -0.0237
H27 4.80953 0.76926 1.46142  0.0225
C25 -9.93305 16.70643 -1.11651  -1.0614
Cl21 -9.26996 18.33033 -1.31331  0.5035
Cl22 -11.64274 16.74356 -0.65452  0.5077
H28 -9.84355 16.18117 -2.05726  -0.0788
H29 -9.37390 16.19587 -0.34238  0.0017
C26 -12.27319 16.14163 -4.62220  -1.0011
Cl23 -10.90399 15.08036 -4.26887  0.5029
Cl24 -11.99690 17.10881 -6.07650  0.5043
H30 -13.15453 15.53111 -4.77278  0.0255
H31 -12.41549 16.81017 -3.78123  0.0105
C27 0.24074 -7.82609 9.44063  -1.0385
Cl25 1.28894 -9.04902 10.16413  0.5139
Cl26 0.99629 -7.05769 8.03906  0.5168
H32 -0.67754 -8.29990 9.11726  -0.0020
H33 0.03239 -7.06367 10.18073  0.0281
C28 6.02772 -4.99446 0.52371  -0.9788
Cl27 6.16295 -5.49631 2.21272  0.5023
Cl28 4.35082 -4.96443 -0.03328  0.6035
H34 6.43754 -4.00322 0.42349  0.0230
H35 6.58312 -5.69558 -0.08923  0.0136
C29 11.03094 -8.91121 1.47272  -0.9985
Cl29 10.90143 -10.53902 2.15033  0.5257
Cl30 9.71314 -7.87103 2.03107  0.5516
H36 11.97327 -8.47745 1.78345  0.0303
H37 10.98577 -8.98121 0.39425  -0.0289
C30 12.14054 -12.06010 -1.03289  -1.0235
Cl31 13.79836 -11.75326 -0.50850  0.5054
Cl32 11.40172 -10.61979 -1.74831  0.5211
H38 12.14903 -12.84743 -1.77617  0.0244
H39 11.55296 -12.35478 -0.17218  -0.0014
C31 -7.01575 16.21553 -4.31994  -0.9722
Cl33 -7.37013 15.13014 -2.96184  0.5263
Cl34 -8.41409 17.18319 -4.79298  0.5011
H40 -6.21513 16.88323 -4.02682  0.0282
H41 -6.71160 15.61351 -5.16749  0.0274

---

Record 2
Computed, not measured: a structure of composition C31H41N4O21V, with wB97M-V/def2-TZVPD.

Properties
**E_tot**: -107456.4588 eV
**ΔE to the lowest compared entry with this formula, charge and spin**: 0.0 kcal/mol
**Gap between HOMO and LUMO**: 7.1 eV
**HOMO level**: -9.2 eV

Each line ends with the Löwdin charge.
Geometry (Å):
O1 0.06466 -2.72128 3.46794  -0.2889
V1 -0.90423 -2.06248 2.37147  1.0508
O2 -2.37362 -2.64057 2.51826  -0.2941
O3 0.10228 1.33093 0.19178  0.1259
C1 -0.11869 0.16656 0.83001  -0.7404
O4 -1.07632 -0.56532 0.47997  -0.0394
O5 0.58247 -0.20789 1.81102  -0.0524
H1 -0.60877 1.18896 -0.47375  0.1056
C2 -6.28271 -0.18046 0.17612  -0.3295
O6 -6.18442 0.02004 -1.01905  0.0137
N1 -5.37525 -0.86057 0.91525  -0.1772
C3 -5.57726 -1.10024 2.35687  -0.0381
C4 -4.17120 -1.43102 0.33422  -0.0446
H2 -7.22317 0.04190 0.70742  0.1378
H3 -5.83143 -2.16107 2.34274  0.0950
H4 -6.42735 -0.52719 2.72553  0.0809
H5 -4.75281 -0.84339 3.01644  0.0803
H6 -3.27482 -1.11827 0.87837  0.0416
H7 -4.26582 -2.51122 0.47502  0.1014
H8 -4.04444 -1.12597 -0.69959  0.0757
C5 2.01131 5.14740 3.79159  -0.3370
O7 2.18120 5.41957 4.96335  0.0181
N2 1.77164 3.89725 3.31934  -0.1777
C6 1.75395 2.80970 4.24850  -0.0430
C7 1.82943 3.63374 1.90118  -0.0485
H9 1.99468 5.90771 2.99447  0.1331
H10 1.11110 1.98619 3.92358  0.0854
H11 1.41280 3.12516 5.23193  0.0953
H12 2.71696 2.32138 4.44473  0.0875
H13 0.85200 3.23769 1.61763  0.0816
H14 1.94531 4.54293 1.30753  0.0834
H15 2.65481 3.00502 1.55715  0.0780
C8 -2.29032 -4.76414 -3.51204  -0.3678
O8 -3.47807 -4.81311 -3.24709  0.0114
N3 -1.42714 -3.81245 -3.14097  -0.1763
C9 0.02440 -3.94650 -3.30082  -0.0358
C10 -1.90608 -2.62783 -2.42564  -0.0323
H16 -1.81112 -5.56587 -4.10826  0.1345
H17 0.41562 -2.93228 -3.29025  0.0711
H18 0.29870 -4.35444 -4.27404  0.0896
H19 0.38572 -4.61202 -2.52211  0.0761
H20 -1.65002 -2.64528 -1.35881  0.0782
H21 -1.37313 -1.76746 -2.83408  0.0675
H22 -2.97159 -2.45117 -2.51535  0.0841
C11 0.75405 -4.19075 0.52391  -0.2541
O9 -0.01053 -3.25795 0.75007  -0.0598
N4 1.93312 -4.06179 -0.07508  -0.1526
C12 2.84690 -5.16535 -0.27477  -0.0324
C13 2.35832 -2.76889 -0.58763  -0.0087
H23 0.57404 -5.22275 0.84969  0.1615
H24 3.11683 -5.25412 -1.32782  0.0970
H25 2.43003 -6.09430 0.10775  0.0949
H26 3.79882 -5.01267 0.23896  0.0987
H27 3.31196 -2.58742 -0.07416  0.1059
H28 2.52486 -2.67286 -1.65816  0.0817
H29 1.74470 -1.94232 -0.23514  0.0874
C14 6.07738 0.75241 4.00978  0.0911
C15 6.22494 1.27501 2.78065  -0.2492
C16 5.11464 1.24973 1.80065  -0.3228
O10 5.20948 1.71032 0.67151  0.0940
C17 3.89767 0.59298 2.23082  0.0446
C18 3.73856 0.09747 3.46457  -0.2388
C19 4.80878 0.14391 4.50913  -0.3212
O11 4.69812 -0.26135 5.63124  0.1542
O12 2.57889 -0.45586 3.86021  0.0907
O13 7.40326 1.74986 2.37271  0.1036
H30 6.87128 0.87309 4.73504  0.1336
H31 3.06880 0.56690 1.53453  0.1199
H32 1.87991 -0.16269 3.24950  0.0616
H33 7.31460 2.32357 1.59728  0.1231
C20 3.24783 2.32361 -1.83021  0.0753
C21 3.31351 1.06116 -2.29338  -0.2152
C22 2.18183 0.33126 -3.00922  -0.3100
O14 2.30974 -0.79637 -3.42904  0.0961
C23 0.94332 1.08985 -3.01345  0.0666
C24 0.90169 2.35267 -2.56987  -0.2332
C25 2.03626 3.12415 -1.98659  -0.3279
O15 1.96438 4.29153 -1.68055  0.1269
O16 -0.28852 2.96174 -2.43523  0.0988
O17 4.45180 0.36997 -2.22646  0.1039
H34 4.05349 2.72633 -1.23147  0.1196
H35 0.00406 0.59988 -3.24043  0.1200
H36 -0.15661 3.84666 -2.05236  0.1272
H37 4.35853 -0.48199 -2.67958  0.1149
C26 -5.48430 2.38631 -3.37386  0.0793
C27 -4.41084 1.64265 -3.67518  -0.2184
C28 -3.41333 1.18687 -2.63402  -0.2974
O18 -2.50703 0.44139 -2.93834  0.0812
C29 -3.49090 1.86773 -1.33969  0.0581
C30 -4.47968 2.71096 -1.06528  -0.2373
C31 -5.62028 2.93740 -2.03204  -0.3330
O19 -6.57701 3.60633 -1.72194  0.1195
O20 -4.50569 3.46951 0.03323  0.1133
O21 -4.13302 1.25868 -4.92152  0.1108
H38 -6.22433 2.75674 -4.06787  0.1378
H39 -2.70539 1.71323 -0.61471  0.1191
H40 -5.36341 3.92399 0.08478  0.1219
H41 -3.38477 0.64092 -4.91849  0.1178

---

So what do the calculations give for E_LUMO? Going down the list: -0.53, -2.11 eV.